DFT (ωB97M-V with the def2-TZVPD basis set) results for C24H51F3O4Si2 as an isolated structure.

Geometry as XYZ:
```
84
Properties=species:S:1:pos:R:3:mulliken_charge:R:1
C 7.0287 4.1861 3.2955 -1.26
C 7.2667 3.2430 2.1153 -0.36
C 7.7201 1.8547 2.5610 -0.62
C 7.6055 0.8092 1.4429 -0.93
C 6.1721 0.3156 1.2531 -0.50
C 5.7056 -0.6859 2.3269 -0.84
C 4.7344 -1.7092 1.7587 -0.16
C 4.0453 -2.5692 2.8125 -0.89
C 2.8039 -3.3319 2.3330 -0.65
C 2.9528 -4.0537 0.9916 -0.84
C 2.6842 -3.2495 -0.2951 -0.94
C 1.5536 -2.2299 -0.2203 -0.47
C 0.1610 -2.8705 -0.1463 -0.96
C -0.9481 -2.0170 -0.8134 -0.31
Si -2.0977 -1.3102 0.4795 0.30
O -2.9613 -0.0159 -0.1281 0.06
Si -2.2009 1.4458 -0.2734 0.35
C -2.7003 2.2826 -1.8641 -0.79
C -1.9994 1.7360 -3.1255 -0.54
C -2.6389 0.4298 -3.6298 -0.46
C -2.6340 2.5791 1.1902 -0.83
O -3.6065 1.9453 2.0162 -0.20
C -4.1316 2.7916 3.0256 -0.31
C -4.5158 1.9406 4.2229 -1.16
H 6.5117 3.6778 4.1072 0.34
H 6.4560 5.0653 3.0099 0.35
H 7.9874 4.5317 3.6821 0.30
H 8.0680 3.6672 1.5059 0.27
H 6.3910 3.1870 1.4707 0.35
H 7.0825 1.5201 3.3833 0.30
H 8.7457 1.9194 2.9206 0.38
H 8.2446 -0.0447 1.6635 0.40
H 7.9445 1.2565 0.5060 0.35
H 5.4810 1.1572 1.2076 0.23
H 6.1054 -0.1877 0.2854 0.43
H 5.2388 -0.1588 3.1583 0.36
H 6.5922 -1.2012 2.7029 0.30
H 3.9666 -1.1833 1.1818 0.15
H 5.2614 -2.3518 1.0519 0.36
H 3.7562 -1.9377 3.6555 0.35
H 4.7530 -3.2949 3.2218 0.30
H 1.9356 -2.6746 2.3572 0.33
H 2.6075 -4.1039 3.0795 0.34
H 3.9819 -4.4199 0.9361 0.39
H 2.3338 -4.9505 1.0006 0.42
H 3.5971 -2.7507 -0.6161 0.33
H 2.4244 -3.9683 -1.0742 0.50
H 1.5946 -1.6256 -1.1291 0.57
H 1.7040 -1.5370 0.6069 0.12
H -0.1015 -3.0909 0.8909 0.20
H 0.2162 -3.8225 -0.6749 0.37
H -1.5296 -2.6300 -1.5022 0.41
H -0.5118 -1.2129 -1.4056 0.21
H -1.2981 -0.8765 1.6471 -0.18
H -3.0980 -2.3258 0.8626 -0.22
H -0.7311 1.2218 -0.2712 -0.17
H -2.4586 3.3412 -1.7442 0.41
H -3.7793 2.1960 -1.9986 0.35
H -0.9402 1.5736 -2.9290 0.27
H -2.0864 2.4904 -3.9067 0.36
H -2.1541 -0.4283 -3.1684 0.01
H -3.6905 0.4149 -3.3637 -0.14
H -2.4955 0.3512 -4.7044 0.43
H -1.7424 2.8003 1.7846 0.43
H -3.0446 3.5142 0.7945 0.42
H -5.0040 3.3216 2.6316 0.29
H -3.3892 3.5416 3.3075 0.34
H -4.8801 0.9819 3.8604 0.29
H -3.6411 1.7510 4.8415 0.29
H -5.2820 2.4193 4.8269 0.35
C -6.4855 -0.4742 -2.9237 -1.08
C -6.6890 0.4291 -4.1187 -0.16
O -7.2589 -0.2910 -5.2314 -0.33
C -8.5646 -0.4873 -5.1863 0.31
O -9.3245 -0.1213 -4.3429 -0.51
C -9.0116 -1.2520 -6.4488 0.93
F -8.2176 -2.2924 -6.6918 -0.25
F -8.9685 -0.4389 -7.5065 -0.25
F -10.2500 -1.6922 -6.3101 -0.24
H -5.8784 -1.3379 -3.1965 0.30
H -5.9803 0.0656 -2.1226 0.24
H -7.4381 -0.8395 -2.5426 0.45
H -5.7365 0.8072 -4.4833 0.32
H -7.3194 1.2842 -3.8778 0.32
```

Kohn-Sham gap   0.3842 Eh
E_HOMO   -9.765 eV
Largest force on an atom   0.808 eV Å⁻¹
Molar mass   516.83 g/mol
LUMO   0.69 eV



DFT (ωB97M-V with the def2-TZVPD basis set) results for a 4-piece molecular cluster, C24H51N3O11S overall at a distorted geometry.

Geometry as XYZ:
```
90
Properties=species:S:1:pos:R:3:mulliken_charge:R:1
C -0.5138 3.1721 -3.3509 -0.92
C -2.0111 3.0000 -3.0061 0.33
O -2.6628 1.9239 -3.6583 -0.48
C -2.2290 0.6709 -3.1954 -0.14
C -2.7740 0.2872 -1.7897 -0.64
O -1.7425 -0.2434 -0.9532 -0.14
C -1.3972 -1.5625 -1.3038 -0.95
C 0.0222 -1.7633 -0.8111 0.39
C 1.1675 -1.7051 -1.4724 0.57
C 1.3309 -1.4482 -2.9556 -0.03
C 2.3969 -2.3764 -3.6420 -0.72
C 1.6478 -3.3791 -4.5625 -0.87
S 2.7516 -4.3156 -5.6135 1.25
O 1.9733 -5.0369 -6.5645 -0.63
O 3.6454 -5.1183 -4.8555 -0.60
O 3.6034 -3.1648 -6.3730 -0.49
C 2.2250 -1.9552 -0.3833 0.30
O 3.3314 -2.2770 -0.4122 -0.41
O 1.5953 -1.6749 0.8387 -0.31
C 0.2972 -2.0836 0.6520 -0.08
O -0.4222 -2.6016 1.3912 -0.50
H 0.0275 2.2362 -3.5176 0.11
H -0.0492 3.7571 -2.5469 0.31
H -0.4177 3.7658 -4.2688 0.33
H -2.5137 3.9117 -3.3572 0.41
H -2.1665 3.0004 -1.9131 -0.26
H -1.1353 0.5331 -3.1824 0.00
H -2.6175 -0.0685 -3.9115 0.34
H -3.2032 1.1453 -1.2599 0.43
H -3.5614 -0.4781 -1.8810 0.28
H -1.4302 -1.7609 -2.3848 0.46
H -2.0225 -2.3138 -0.7910 0.35
H 0.3685 -1.7279 -3.4050 0.13
H 1.5454 -0.3968 -3.1692 0.25
H 2.9683 -1.7388 -4.3263 0.36
H 3.0321 -2.8819 -2.9128 0.40
H 1.0592 -4.0687 -3.9463 0.38
H 0.9516 -2.8213 -5.1995 0.45
H 3.9064 -3.6083 -7.1871 0.36
C 5.5609 0.8779 -2.4245 -0.77
O 5.4698 -0.3280 -3.1623 -0.19
C 6.7038 -0.8089 -3.6744 -0.76
C 7.5014 -1.6214 -2.6477 0.34
C 8.1954 -0.7633 -1.5944 -1.44
N 6.6422 -2.6089 -1.9886 -0.69
H 6.3276 1.5459 -2.8264 0.32
H 5.7560 0.6721 -1.3704 0.26
H 4.5946 1.3810 -2.4879 0.23
H 6.4490 -1.4759 -4.5035 0.31
H 7.2915 0.0113 -4.1071 0.43
H 8.2864 -2.1607 -3.1872 0.47
H 7.5003 -0.3722 -0.8521 0.27
H 8.9364 -1.3553 -1.0558 0.36
H 8.7156 0.0800 -2.0552 0.35
H 6.2622 -3.2369 -2.6932 0.28
H 5.8226 -2.1126 -1.6445 0.25
C -3.1249 4.9244 0.7063 -0.83
O -3.2546 3.5185 0.8291 -0.34
C -2.5069 2.9356 1.8863 -0.82
C -3.1850 3.0018 3.2632 0.80
C -3.1085 4.3804 3.9142 -1.65
N -4.5875 2.5852 3.2003 -0.69
H -2.1198 5.2686 0.9662 0.37
H -3.8692 5.4373 1.3191 0.28
H -3.3212 5.1832 -0.3355 0.28
H -2.3984 1.8808 1.6172 0.28
H -1.4930 3.3555 1.9176 0.43
H -2.6546 2.3039 3.9171 0.26
H -3.8017 5.0925 3.4652 0.29
H -3.3639 4.3117 4.9729 0.40
H -2.0994 4.7933 3.8430 0.35
H -4.6262 1.6289 2.8565 0.26
H -5.0337 3.1284 2.4639 0.32
C -5.3501 -2.3615 7.3439 -0.65
O -5.4307 -0.9477 7.3666 -0.39
C -4.2004 -0.2834 7.5944 -0.81
C -3.3306 -0.1020 6.3393 0.39
C -2.6107 -1.3763 5.9077 -1.49
N -4.1090 0.4098 5.2065 -0.48
H -4.6020 -2.7389 8.0468 0.29
H -5.1330 -2.7206 6.3355 0.23
H -6.3256 -2.7548 7.6318 0.26
H -4.4713 0.7107 7.9615 0.34
H -3.6413 -0.7728 8.4026 0.47
H -2.5610 0.6374 6.5840 0.33
H -3.2795 -2.0875 5.4228 0.29
H -1.8229 -1.1401 5.1908 0.34
H -2.1435 -1.8726 6.7615 0.37
H -4.5127 1.3089 5.4595 0.26
H -4.9199 -0.1960 5.0984 0.28
```

Kohn-Sham gap   0.3250 Eh
E_HOMO   -9.143 eV
Structure (SMILES)   CCOCCOCC1=C(CCCS(=O)(=O)O)C(=O)OC1=O.COC[C@@H](C)N.COC[C@@H](C)N.COC[C@@H](C)N
Largest force on an atom   4.314 eV Å⁻¹
Molar mass   589.75 g/mol
LUMO   -0.30 eV



DFT (ωB97M-V with the def2-TZVPD basis set) results for a 4-piece molecular cluster, C24H52BO16P3 overall at a distorted geometry.

Geometry as XYZ:
```
96
Properties=species:S:1:pos:R:3:mulliken_charge:R:1
C 2.7621 -2.8157 4.6457 -1.13
C 2.7899 -1.6754 3.5954 -0.32
B 1.4976 -0.8063 3.5371 0.10
O 1.6158 0.5676 3.3717 -0.28
C 0.0258 -1.3707 3.6455 0.55
C -0.8088 -1.0171 4.6273 -0.57
C -2.1198 -1.7008 4.4108 0.22
O -3.1014 -1.6137 5.0639 -0.50
O -2.0014 -2.4446 3.2646 -0.19
C -0.7212 -2.3053 2.7558 0.22
O -0.3734 -2.8420 1.7592 -0.53
H 2.1857 -3.6483 4.2448 0.27
H 3.7767 -3.1211 4.8838 0.38
H 2.2682 -2.4482 5.5449 0.30
H 3.5965 -0.9921 3.8808 0.28
H 3.0783 -2.0407 2.6056 0.36
H 1.3506 0.7497 2.4585 0.24
H -0.6018 -0.3270 5.4302 0.52
C -4.2037 -3.7435 1.7177 -0.47
C -4.8068 -2.9087 0.6033 -0.44
O -6.1485 -3.2975 0.2863 -0.35
P -7.3203 -2.9487 1.3391 1.05
O -7.4717 -1.4819 1.3764 -0.77
O -8.6192 -3.4431 0.4942 -0.36
C -9.6664 -2.5380 0.1501 -0.30
C -9.4278 -1.8994 -1.2042 -1.07
O -7.2759 -4.3473 2.1622 -0.28
C -7.5881 -4.3202 3.5725 -0.21
C -8.9919 -3.8133 3.8407 -1.12
H -4.6886 -3.5314 2.6750 0.07
H -3.1516 -3.5319 1.8254 0.20
H -4.3339 -4.8071 1.5151 0.29
H -4.7850 -1.8457 0.8618 0.28
H -4.2264 -3.0394 -0.3091 0.34
H -9.7921 -1.7820 0.9249 0.32
H -10.5887 -3.1213 0.1248 0.36
H -8.4052 -1.5366 -1.3002 0.29
H -10.1128 -1.0653 -1.3634 0.34
H -9.5838 -2.6287 -2.0007 0.28
H -6.8546 -3.7003 4.0953 0.26
H -7.4765 -5.3390 3.9380 0.36
H -9.1052 -2.7689 3.5349 0.32
H -9.2232 -3.8797 4.9038 0.41
H -9.7232 -4.3976 3.2827 0.27
C 8.4240 4.6728 2.8872 -0.91
C 7.9520 4.7960 1.4491 -0.34
O 6.8623 3.9189 1.1537 -0.33
P 5.4079 4.2437 1.7779 0.98
O 4.9203 5.4885 1.1560 -0.77
O 4.5230 3.0845 1.0604 -0.31
C 3.4185 3.4056 0.2170 -0.15
C 3.8348 3.5236 -1.2347 -1.16
O 5.5590 3.3423 3.1188 -0.28
C 4.8887 3.7830 4.3205 -0.29
C 3.3881 3.8769 4.1288 -1.08
H 7.6768 5.0658 3.5819 0.20
H 9.3460 5.2346 3.0390 0.41
H 8.5945 3.6295 3.1503 0.24
H 7.6672 5.8273 1.2227 0.29
H 8.7593 4.5195 0.7723 0.33
H 2.9245 4.3141 0.5611 0.37
H 2.6960 2.5931 0.3241 0.20
H 4.7334 4.1283 -1.3512 0.34
H 3.0350 3.9671 -1.8295 0.35
H 4.0608 2.5376 -1.6442 0.27
H 5.2927 4.7504 4.6322 0.28
H 5.1307 3.0617 5.0985 0.37
H 3.1260 4.6430 3.3923 0.34
H 2.8982 4.1328 5.0685 0.44
H 2.9884 2.9283 3.7698 0.22
C 3.7781 2.0215 -7.6937 -0.97
C 3.7051 1.9700 -6.1778 -0.33
O 2.3816 1.7119 -5.7020 -0.30
P 1.7551 0.2351 -5.8941 0.99
O 2.5257 -0.6930 -5.0458 -0.76
O 0.3561 0.4176 -5.0884 -0.36
C 0.0429 -0.3937 -3.9576 -0.33
C 0.5078 0.2553 -2.6694 -0.93
O 1.0197 0.5119 -7.3145 -0.28
C 0.9079 -0.5825 -8.2515 -0.27
C 0.1205 -1.7470 -7.6832 -1.11
H 3.6146 1.0323 -8.1298 0.20
H 4.7584 2.3699 -8.0199 0.41
H 3.0122 2.6839 -8.0955 0.27
H 4.3924 1.2164 -5.7829 0.29
H 3.9969 2.9336 -5.7626 0.32
H 0.4643 -1.3923 -4.0692 0.32
H -1.0420 -0.5094 -3.9429 0.36
H 1.5288 0.6271 -2.7520 0.23
H 0.4576 -0.4516 -1.8392 0.32
H -0.1234 1.1130 -2.4294 0.29
H 1.9079 -0.9102 -8.5490 0.29
H 0.4151 -0.1877 -9.1376 0.36
H 0.6324 -2.1963 -6.8270 0.32
H -0.0130 -2.5206 -8.4394 0.41
H -0.8592 -1.4156 -7.3402 0.27
```

Kohn-Sham gap   0.3297 Eh
E_HOMO   -10.111 eV
Structure (SMILES)   CCB(O)C1=CC(=O)OC1=O.CCOP(=O)(OCC)OCC.CCOP(=O)(OCC)OCC.CCOP(=O)(OCC)OCC
Largest force on an atom   5.925 eV Å⁻¹
Molar mass   700.40 g/mol
LUMO   -1.14 eV